{"formula": "C3H25NO8S", "method": "ωB97M-V/def2-TZVPD", "symbols": ["S", "O", "O", "O", "O", "O", "O", "O", "O", "N", "C", "C", "C", "H", "H", "H", "H", "H", "H", "H", "H", "H", "H", "H", "H", "H", "H", "H", "H", "H", "H", "H", "H", "H", "H", "H", "H", "H"], "xyz": [[3.000959, -2.431206, -0.464493], [0.923095, 2.780308, -2.009130], [-3.460371, -0.562326, -1.821598], [-1.802557, 1.988359, 2.672710], [1.238851, -1.708277, 3.210035], [-1.766046, 1.950034, -0.286560], [-2.565474, -0.490634, 0.832327], [-0.529707, -2.718116, 0.694172], [1.128717, 0.914905, 2.034047], [-0.462028, 0.191549, -2.084941], [2.922583, -0.657391, -0.907520], [0.662795, -0.710015, -1.841947], [1.480660, -0.133059, -0.666986], [2.155608, -1.942259, 3.058898], [-1.138970, -1.997370, 0.472707], [1.071332, -0.409441, 0.288648], [1.010185, 0.376324, 2.834623], [2.028015, 1.254450, 2.053785], [-0.133600, 0.916144, -2.716989], [-2.057732, 2.361841, 0.541327], [-1.448546, 2.735366, -0.753597], [-1.131765, 2.675918, 2.656092], [-3.140572, 0.015538, 1.430787], [3.587651, -0.262628, -0.101214], [1.483311, 2.081450, -2.323644], [0.567260, -1.908634, 2.548031], [-3.219776, 0.210948, -1.275826], [0.972507, 3.186761, -1.142446], [-3.239661, -1.034116, 0.394068], [1.659523, -2.655328, -0.215538], [1.276676, -0.862654, -2.702954], [-2.835537, -0.564584, -2.552446], [0.364880, -1.747309, -1.569948], [-1.508452, 1.254289, 2.119293], [3.323270, -0.460404, -1.886663], [1.446690, 0.944350, -0.584018], [-0.848409, 0.666020, -1.269629], [-1.015356, -3.248812, 1.336526]], "atomic_forces_ev_per_a": [[-0.76, -0.60, -0.38], [-2.02, 0.72, -1.23], [0.26, 0.39, 0.40], [-0.72, -0.04, -0.34], [-0.65, 0.94, 1.27], [0.28, 0.86, -0.38], [-0.88, -0.08, 0.30], [0.03, 0.34, -0.01], [-0.30, 0.31, 0.01], [3.02, -0.30, 0.25], [-0.48, -0.29, 2.56], [-1.74, -0.75, 0.21], [1.11, 0.09, -0.09], [-0.35, -0.46, -0.84], [-0.03, -0.08, 0.29], [-0.04, -0.60, 0.24], [0.33, -0.10, -0.14], [0.01, -0.05, 0.30], [-0.89, 0.16, -0.72], [-0.21, -0.54, 0.40], [-0.05, -0.11, -0.37], [0.32, -0.26, 0.04], [0.44, -0.01, 0.15], [-0.50, 0.44, -0.92], [1.16, 0.25, 0.98], [0.97, -0.53, -0.52], [-0.14, -0.29, -0.39], [1.08, -0.68, 0.09], [0.31, -0.14, -0.27], [0.93, 0.22, -0.06], [0.11, 0.42, -0.90], [-0.18, -0.03, -0.15], [-0.27, 0.64, 0.17], [0.60, 0.20, 0.26], [0.12, 0.06, -0.34], [0.13, 0.27, -0.52], [-1.01, -0.25, 0.72], [0.01, -0.13, -0.10]], "lowdin_spin": [0.0272, 0.0122, 0.0198, 0.0000, 0.0001, 0.0012, -0.0002, 0.0003, 0.0009, 0.6425, 0.0376, 0.0943, 0.0870, 0.0000, 0.0000, 0.0006, 0.0000, 0.0000, 0.0160, 0.0000, -0.0001, 0.0000, 0.0000, 0.0138, -0.0005, 0.0000, 0.0004, -0.0001, 0.0000, 0.0025, -0.0010, 0.0028, 0.0251, 0.0000, 0.0022, -0.0013, 0.0167, 0.0000], "gap_ev": [9.36, 4.39], "charge": 1, "energy_ha": -1183.80471, "spin_multiplicity": 2, "e_homo_ev": [-12.5, -12.4]}